Entry 1:
The following is a DFT calculation (the ωB97M-V functional and the def2-TZVPD basis) of a molecular structure, C40H66I2N4O9.

Results
- Kohn-Sham gap (eV) = 8.107

```
! wB97M-V def2-TZVPD RIJCOSX def2/J DEFGRID3
* xyz 0 1
C 1.9504 -3.8918 -0.7003
O 0.6349 -3.4398 -0.8808
C -0.0493 -4.1048 -1.9336
C -1.3020 -3.3204 -2.2596
C -1.0423 -2.2205 -3.3170
C 0.2379 -1.4469 -3.0812
C 1.3084 -1.6151 -4.0228
C 1.1843 -2.3757 -5.2915
I 2.1900 -4.2248 -5.4861
C 0.5233 -1.8523 -6.3194
C -0.1240 -0.4919 -6.2209
I 0.2935 -2.7809 -8.1852
C 2.5179 -0.9899 -3.8164
C 2.7336 -0.1790 -2.6967
N 3.9586 0.4259 -2.5312
C 4.0951 1.1547 -1.4687
C 5.4292 1.8025 -1.2230
C 6.3017 0.9257 -0.2946
C 6.4737 1.4847 1.1206
N 6.8620 2.8875 1.1283
C 8.2767 3.1357 0.9032
C 8.5787 3.3619 -0.5723
C 7.8908 4.3653 -1.2543
C 8.1507 4.6021 -2.5990
C 9.0944 3.8253 -3.2626
C 9.7790 2.8160 -2.5972
C 9.5183 2.5816 -1.2512
O 10.2229 1.5770 -0.5971
C 3.0172 1.3316 -0.5308
N 3.2062 2.0789 0.6285
N 1.8538 0.7897 -0.7016
C 1.6797 0.0106 -1.8066
C 0.4110 -0.5867 -2.0226
C -0.7303 -0.2780 -1.0791
C -1.1681 1.2215 -0.9659
C -0.8922 2.0599 -2.1927
O -0.6446 1.8994 0.1752
H 2.0009 -4.7040 0.0304
H 2.5724 -3.0773 -0.3399
H 2.3937 -4.2642 -1.6240
H 0.5889 -4.1315 -2.8103
H -0.2852 -5.1210 -1.6095
H -1.6637 -2.8946 -1.3264
H -2.0721 -4.0012 -2.6134
H -1.0016 -2.7131 -4.2788
H -1.8759 -1.5190 -3.3116
H 0.6606 0.2559 -6.1304
H -0.7578 -0.4264 -5.3445
H -0.6788 -0.2805 -7.1249
H 3.3189 -1.1177 -4.5299
H 5.9241 1.9576 -2.1738
H 5.2965 2.7776 -0.7671
H 5.8851 -0.0729 -0.2201
H 7.2939 0.8758 -0.7360
H 5.5792 1.3435 1.7144
H 7.2653 0.8888 1.5957
H 6.5418 3.3412 1.9675
H 8.9105 2.3194 1.2516
H 8.5821 4.0268 1.4464
H 7.1642 4.9523 -0.7168
H 7.6088 5.3788 -3.1153
H 9.3010 4.0039 -4.3061
H 10.5180 2.2306 -3.1186
H 9.6804 0.7819 -0.6180
H 2.2991 2.2574 1.0424
H 3.6790 2.9572 0.4594
H -0.4382 -0.5941 -0.0763
H -1.6143 -0.8520 -1.3190
H -2.2537 1.2184 -0.8387
H -1.6495 1.8806 -2.9497
H -1.0043 3.1028 -1.9010
H 0.1115 1.9489 -2.5866
H -0.8063 1.3266 0.9298
C -3.0981 -0.2315 3.6314
O -4.4294 -0.0297 3.1862
C -5.2035 0.7580 4.0769
C -5.3109 2.1962 3.6168
O -4.0548 2.8537 3.6251
C -3.4351 2.8935 2.3516
H -2.5122 -0.5825 2.7814
H -2.6520 0.6916 4.0088
H -3.0771 -0.9954 4.4149
H -4.7922 0.7086 5.0890
H -6.2080 0.3224 4.1004
H -5.9634 2.7392 4.3080
H -5.7631 2.2415 2.6210
H -3.8988 3.6607 1.7224
H -3.4928 1.9287 1.8426
H -2.3871 3.1501 2.4978
C -7.8640 0.0510 -2.6123
O -7.1117 -0.3552 -3.7423
C -6.1287 0.5875 -4.1368
C -4.7520 0.2148 -3.6321
O -4.6778 0.2461 -2.2162
C -4.7819 -1.0256 -1.6117
H -8.3769 -0.8279 -2.2249
H -7.2270 0.4625 -1.8266
H -8.6132 0.7966 -2.8996
H -6.3995 1.5915 -3.7958
H -6.1100 0.5973 -5.2309
H -4.0307 0.9467 -4.0108
H -4.4614 -0.7709 -4.0103
H -3.8288 -1.5618 -1.7058
H -5.5740 -1.6294 -2.0610
H -5.0080 -0.8928 -0.5545
C -5.5825 -4.2324 8.2118
O -4.4132 -3.8439 8.9116
C -3.2517 -3.8119 8.0982
C -2.9143 -2.4085 7.6436
O -3.9150 -1.8681 6.7941
C -4.8109 -0.9997 7.4663
H -6.4396 -3.9599 8.8257
H -5.6649 -3.7281 7.2468
H -5.5928 -5.3164 8.0563
H -3.3692 -4.4736 7.2346
H -2.4228 -4.1923 8.7030
H -1.9844 -2.4426 7.0671
H -2.7507 -1.7565 8.5068
H -4.3429 -0.0212 7.6245
H -5.1286 -1.4060 8.4284
H -5.6878 -0.8698 6.8336
*
```

***

Entry 2:
The following is a DFT calculation (the ωB97M-V functional and the def2-TZVPD basis) of a molecular structure, C40H67BN9OPS3V.

Results
- Kohn-Sham gap (spin up / spin down) (eV) = 7.063 / 7.332

```
! wB97M-V def2-TZVPD RIJCOSX def2/J DEFGRID3
* xyz 2 2
V 0.3789 -2.1653 0.0022
C -0.1254 0.4247 4.6928
C -0.3685 0.9972 3.3387
C -1.0238 2.1742 3.1165
C -1.2448 2.6434 1.7949
N -0.7379 2.0156 0.7615
N -0.0785 0.8789 0.9816
B 0.7054 0.1260 -0.1476
N 0.4162 0.7776 -1.5618
N 0.6508 2.0859 -1.7167
C 0.4959 2.6068 -2.9074
C 0.0729 1.8211 -4.0091
C -0.1449 0.4865 -3.8628
C -0.5560 -0.4062 -4.9839
C 0.0727 -0.0312 -2.5613
S -0.0322 -1.7237 -2.2442
C 0.7910 4.0796 -3.1019
C 1.8151 4.2421 -4.2331
C -0.5151 4.7856 -3.4898
C 1.3546 4.6868 -1.8254
N 2.2290 0.3986 0.1740
N 2.4480 1.6219 0.6841
C 3.6602 1.9528 1.0237
C 4.7523 1.0753 0.7860
C 4.5390 -0.1669 0.2788
C 5.6396 -1.1481 0.0510
C 3.1783 -0.5272 0.0184
S 2.7745 -2.1330 -0.4088
C 3.8714 3.2917 1.7011
C 4.7152 4.1815 0.7801
C 4.6202 3.0696 3.0215
C 2.5322 3.9579 1.9934
C 0.0567 0.3072 2.1746
S 0.7237 -1.2765 2.1783
C -2.0502 3.9082 1.5350
C -3.2628 3.9622 2.4716
C -1.1426 5.1139 1.8059
C -2.5465 3.9355 0.0920
H -0.6042 1.0300 5.4583
H 0.9450 0.3800 4.8993
H -0.5049 -0.5961 4.7565
H -1.3997 2.7474 3.9522
H -0.0612 2.2863 -4.9738
H -0.7072 0.1688 -5.8932
H -1.4795 -0.9317 -4.7420
H 0.2070 -1.1614 -5.1703
H 1.3993 4.0031 -5.2103
H 2.6942 3.6192 -4.0688
H 2.1456 5.2792 -4.2711
H -0.9432 4.3721 -4.4028
H -0.3194 5.8416 -3.6693
H -1.2579 4.7097 -2.6991
H 2.3313 4.2643 -1.5918
H 0.7038 4.5048 -0.9742
H 1.4685 5.7616 -1.9583
H 5.7555 1.3873 1.0362
H 6.6041 -0.6968 0.2693
H 5.6363 -1.4991 -0.9813
H 5.5059 -2.0240 0.6863
H 5.6802 3.7286 0.5556
H 4.9060 5.1375 1.2650
H 4.2039 4.3747 -0.1613
H 5.6303 2.6944 2.8695
H 4.0879 2.3715 3.6672
H 4.7057 4.0172 3.5510
H 1.9456 4.0865 1.0889
H 2.7081 4.9350 2.4408
H 1.9423 3.3646 2.6921
H -2.9844 4.1523 3.5061
H -3.8407 3.0394 2.4309
H -3.9168 4.7765 2.1645
H -0.7250 5.0830 2.8127
H -1.7157 6.0353 1.7123
H -0.3172 5.1503 1.0987
H -3.3155 3.1796 -0.0710
H -1.7405 3.7504 -0.6109
H -2.9827 4.9105 -0.1211
C -3.9171 -4.8298 0.4525
C -2.5863 -4.2961 -0.0790
C -2.4677 -4.5608 -1.5833
P -2.1761 -2.5340 0.2834
C -2.6670 -2.1979 2.0297
C -2.0319 -3.2311 2.9615
C -4.1582 -2.0373 2.3187
C -3.2325 -1.5153 -0.8370
C -4.7149 -1.8769 -0.9199
C -3.0503 -0.0295 -0.5406
H -4.0301 -5.8674 0.1355
H -4.7691 -4.2792 0.0633
H -3.9728 -4.8133 1.5376
H -1.7839 -4.8447 0.4346
H -3.3185 -4.1470 -2.1252
H -2.4658 -5.6366 -1.7633
H -1.5627 -4.1370 -2.0119
H -2.1788 -1.2331 2.2246
H -2.4729 -4.2169 2.8289
H -2.2161 -2.9368 3.9952
H -0.9552 -3.3147 2.8246
H -4.7336 -2.9316 2.0746
H -4.5993 -1.1961 1.7879
H -4.2837 -1.8522 3.3859
H -2.7852 -1.7106 -1.8193
H -5.2190 -1.8229 0.0445
H -4.8800 -2.8688 -1.3353
H -5.2069 -1.1647 -1.5832
H -3.4592 0.2497 0.4323
H -3.5744 0.5598 -1.2936
H -2.0045 0.2697 -0.5602
C 1.8566 -8.0343 -1.0672
N 1.5084 -6.6650 -0.7452
C 1.4390 -6.1444 0.6135
C 0.9557 -4.7500 0.3269
O 0.7782 -3.8347 1.1505
N 0.7549 -4.5540 -0.9737
C 1.0950 -5.7153 -1.5875
N 0.9962 -5.8487 -2.9011
H 2.6196 -8.3742 -0.3706
H 2.2831 -8.0887 -2.0665
H 0.9873 -8.6901 -1.0020
H 2.4180 -6.1287 1.0975
H 0.7366 -6.6986 1.2414
H 0.7325 -5.0427 -3.4434
H 1.2571 -6.6909 -3.3830
*
```

***

Entry 3:
The following is a DFT calculation (the ωB97M-V functional and the def2-TZVPD basis) of 8 unconnected molecules or ions with the total composition C40H67N8.

Results
- Kohn-Sham gap (eV) = 8.911
- relative energy (zero: lowest compared OMol25 entry of this formula, charge and spin) (eV) = 1.939

```
! wB97M-V def2-TZVPD RIJCOSX def2/J DEFGRID3
* xyz 1 1
C -2.0131 7.0548 1.0393
C -2.2572 5.6019 0.5399
C -1.3521 4.8372 -0.3106
C -1.7174 3.4592 -0.6778
C -2.9500 2.8112 -0.2704
C -3.8918 3.5890 0.5516
C -5.2780 3.0295 1.0246
C -6.3871 3.6406 0.0834
C -7.9201 3.4178 0.5019
C -8.7244 4.7942 0.2633
C -7.6779 5.8455 -0.3304
N -6.3710 5.1441 -0.0734
C -3.5049 4.9464 0.9366
H -2.0590 7.0815 2.1639
H -2.8727 7.6730 0.6509
H -1.0514 7.5035 0.6888
H -0.3951 5.2910 -0.6590
H -1.0113 2.8768 -1.3149
H -3.2113 1.7605 -0.5470
H -5.2904 1.9056 0.9896
H -5.4439 3.3051 2.0982
H -6.0726 3.2815 -0.9278
H -8.2777 2.8039 -0.3692
H -8.0981 2.9767 1.5109
H -9.5055 4.7736 -0.5378
H -9.0909 5.2270 1.2278
H -7.5340 6.8070 0.2277
H -7.7081 6.0376 -1.4325
H -5.5822 5.4570 -0.6569
H -6.1223 5.4277 0.8891
H -4.2220 5.5188 1.5742
C 1.5900 -0.8199 -2.5751
C 0.3786 -0.2947 -3.3367
C 0.6918 0.9602 -4.1583
C 1.1487 2.0537 -3.2614
N 1.5019 2.8964 -2.5644
H 1.9520 -0.0938 -1.8434
H 1.3285 -1.7285 -2.0287
H 2.4098 -1.0573 -3.2582
H -0.4221 -0.0815 -2.6257
H 0.0136 -1.0744 -4.0044
H -0.2000 1.2898 -4.6952
H 1.4726 0.7510 -4.8936
C -0.4464 -4.9819 -0.5011
C -1.7031 -4.3394 0.0767
C -2.7389 -3.9876 -0.9944
C -2.1640 -3.0169 -1.9629
N -1.7197 -2.2658 -2.7106
H 0.0780 -4.3041 -1.1788
H 0.2492 -5.2417 0.2992
H -0.6901 -5.8959 -1.0493
H -1.4191 -3.4379 0.6273
H -2.1548 -5.0260 0.7961
H -3.6226 -3.5445 -0.5317
H -3.0527 -4.8839 -1.5333
C 0.1690 -8.0030 2.6923
C -0.1272 -7.2813 4.0018
C -1.5853 -7.4276 4.4474
C -2.4922 -6.8502 3.4213
N -3.1892 -6.4041 2.6254
H -0.4146 -7.5923 1.8645
H 1.2224 -7.8952 2.4316
H -0.0540 -9.0707 2.7744
H 0.1193 -6.2223 3.8870
H 0.5247 -7.6796 4.7825
H -1.7441 -6.9068 5.3934
H -1.8383 -8.4798 4.5940
C 3.3272 7.3283 1.8424
C 2.1193 7.8717 1.0871
C 2.4476 9.1140 0.2544
C 2.9318 10.2064 1.1382
N 3.3058 11.0477 1.8236
H 3.7088 8.0523 2.5652
H 3.0542 6.4284 2.3979
H 4.1358 7.0704 1.1550
H 1.3272 8.1061 1.8049
H 1.7328 7.0909 0.4255
H 1.5580 9.4574 -0.2774
H 3.2174 8.8867 -0.4859
C 0.8829 -1.7004 -8.0436
C 2.2582 -2.0923 -8.5733
C 3.2934 -2.2806 -7.4608
C 3.4663 -1.0128 -6.7048
N 3.5999 -0.0319 -6.1229
H 0.9104 -0.7386 -7.5263
H 0.1722 -1.6056 -8.8663
H 0.5006 -2.4537 -7.3496
H 2.6020 -1.3246 -9.2714
H 2.1704 -3.0234 -9.1380
H 4.2550 -2.5726 -7.8865
H 2.9764 -3.0656 -6.7708
C 3.7544 -12.5738 3.0046
C 2.5509 -12.0370 2.2373
C 2.8740 -10.7790 1.4261
C 3.3298 -9.6912 2.3304
N 3.6798 -8.8506 3.0300
H 4.1142 -11.8542 3.7429
H 3.4858 -13.4840 3.5432
H 4.5777 -12.8111 2.3261
H 1.7450 -11.8233 2.9450
H 2.1857 -12.8125 1.5597
H 1.9874 -10.4414 0.8855
H 3.6582 -10.9852 0.6947
C 5.2566 3.3587 3.6768
C 6.3771 3.9191 4.5462
C 6.4059 5.4498 4.5669
C 6.6207 5.9749 3.1932
N 6.7866 6.3777 2.1312
H 5.3772 3.6469 2.6304
H 5.2560 2.2680 3.7146
H 4.2802 3.7111 4.0206
H 7.3342 3.5367 4.1820
H 6.2527 3.5522 5.5680
H 7.2134 5.8025 5.2108
H 5.4653 5.8458 4.9560
*
```